(1)
Computed, not measured: C29H32BN9Pd as an isolated structure at a distorted geometry, with ωB97M-V/def2-TZVPD.

Last column: Mulliken charge in e.
Cartesian coordinates (Å):
Pd: -0.4154 0.2675 -1.6031  0.00
C: 0.6847 2.4570 -3.9570  -1.25
C: 0.8173 2.9783 -2.5634  0.29
C: 1.0484 4.2853 -2.1031  -1.40
C: 1.0227 4.1844 -0.7342  -0.13
N: 0.8235 2.8925 -0.3911  0.79
N: 0.6654 2.1642 -1.5287  -0.37
B: 0.6693 2.1737 0.9862  -0.66
N: 1.6908 0.9633 1.0916  2.21
C: 2.1160 0.3742 2.2385  -0.51
C: 3.0961 -0.5342 1.9172  -1.22
C: 3.2214 -0.4321 0.5190  0.66
C: 4.1776 -1.1502 -0.3809  -1.30
N: 2.3822 0.4686 0.0382  -0.99
N: -0.8275 1.6990 1.0708  1.95
C: -1.5476 1.3156 2.1506  -0.22
C: -2.8329 1.0502 1.7381  -1.33
C: -2.8252 1.3035 0.3566  0.77
C: -3.9671 1.2587 -0.6041  -1.24
N: -1.6205 1.6862 -0.0414  -1.35
N: 1.0165 3.1085 2.1960  0.65
C: 1.7644 4.2326 2.2690  -0.15
C: 1.8740 4.6034 3.5880  -1.36
C: 1.1520 3.6207 4.2863  0.67
C: 0.9415 3.4727 5.7615  -1.28
N: 0.6521 2.7300 3.4455  -1.00
H: 0.6696 3.2739 -4.6811  0.38
H: -0.2330 1.8795 -4.0407  0.21
H: 1.5133 1.7882 -4.1962  0.20
H: 1.1940 5.1794 -2.6877  0.38
H: 1.0963 4.9727 -0.0121  0.59
H: 1.6782 0.6272 3.1875  0.53
H: 3.6368 -1.1880 2.5860  0.35
H: 4.6901 -1.9442 0.1637  0.32
H: 4.9265 -0.4609 -0.7760  0.32
H: 3.6522 -1.5923 -1.2299  0.21
H: -1.0926 1.2483 3.1220  0.46
H: -3.6624 0.7140 2.3426  0.38
H: -4.8041 0.7071 -0.1754  0.30
H: -3.6602 0.7700 -1.5291  0.23
H: -4.3004 2.2698 -0.8467  0.34
H: 2.2089 4.6903 1.4082  0.60
H: 2.3977 5.4570 3.9890  0.39
H: 1.2477 4.3757 6.2895  0.36
H: 1.5237 2.6341 6.1501  0.24
H: -0.1089 3.2755 5.9796  0.30
C: -1.7728 -1.0154 -2.0032  -1.04
C: -2.8746 -1.7898 -1.6953  0.98
C: -3.9644 -1.8930 -2.6149  -0.42
C: -5.0792 -2.6415 -2.3144  -0.36
C: -5.1773 -3.3511 -1.1111  -0.46
C: -4.1193 -3.2759 -0.1972  -0.66
C: -3.0031 -2.5168 -0.4630  -0.34
H: -3.8918 -1.3575 -3.5540  0.37
H: -5.8981 -2.6840 -3.0238  0.35
H: -6.0536 -3.9476 -0.8905  0.38
H: -4.1868 -3.8220 0.7383  0.36
H: -2.1997 -2.4385 0.2597  0.42
C: 2.0577 -6.1318 -1.2628  -1.56
C: 1.5516 -4.7176 -1.2693  1.15
C: 1.2488 -4.0396 -0.1014  -0.93
C: 0.8526 -2.7100 -0.1645  -0.53
N: 0.7325 -2.0342 -1.2978  0.80
C: 0.9965 -2.6894 -2.4222  -0.66
C: 1.4036 -4.0118 -2.4581  -0.72
H: 2.0976 -6.5325 -0.2500  0.35
H: 3.0610 -6.1798 -1.6887  0.32
H: 1.4166 -6.7800 -1.8640  0.34
H: 1.3338 -4.5342 0.8592  0.32
H: 0.6400 -2.1512 0.7419  0.53
H: 0.8626 -2.1176 -3.3335  0.31
H: 1.6127 -4.4880 -3.4093  0.39

As for the spin multiplicity: 2. As for the HOMO energy (alpha / beta): -2.78 / -3.53 eV. The total charge is -1. As for the calculated total energy: -1769.86007 hartree. Its LUMO energy (alpha / beta) is 2.66 / 2.66 eV. The frontier orbital gap (alpha / beta) comes out at 5.440 / 6.195 eV.

***

(2)
Computed, not measured: C29H32BrFeN7 as an isolated structure, with ωB97M-V/def2-TZVPD.

Last column: natural (NBO) charge in e.
Cartesian coordinates (Å):
Fe: -0.0046 0.0609 -0.1450  1.67
C: 1.0676 -2.9686 -0.2531  -0.23
C: 2.4556 -2.5591 0.1952  -0.46
C: 2.9733 -1.2722 -0.3864  0.25
C: 4.2709 -1.2146 -0.8765  -0.22
C: 4.8200 -0.0048 -1.2608  -0.09
C: 4.0600 1.1459 -1.1149  -0.22
C: 2.7688 1.0190 -0.6558  0.04
N: 2.2033 -0.1637 -0.3264  -0.57
N: -0.0293 -2.1916 0.3635  -0.43
C: -0.0397 -2.3349 1.8361  -0.28
C: 0.7409 -1.2728 2.5288  0.22
C: 1.3566 -1.5129 3.7455  -0.23
C: 1.9996 -0.4745 4.3924  -0.08
C: 2.0249 0.7728 3.7858  -0.22
C: 1.4084 0.9289 2.5635  0.05
N: 0.7527 -0.0715 1.9380  -0.56
C: -1.3072 -2.7043 -0.1417  -0.27
C: -2.3993 -1.7928 0.3183  0.23
C: -3.6697 -2.2628 0.5818  -0.23
C: -4.6473 -1.3785 1.0070  -0.08
C: -4.3079 -0.0482 1.1814  -0.22
C: -3.0160 0.3528 0.9083  0.06
N: -2.0575 -0.4914 0.4692  -0.61
H: 0.9170 -4.0277 -0.0164  0.23
H: 0.9739 -2.8698 -1.3311  0.23
H: 3.1366 -3.3667 -0.0688  0.27
H: 2.5076 -2.4700 1.2836  0.25
H: 4.8551 -2.1235 -0.9294  0.26
H: 5.8331 0.0439 -1.6383  0.26
H: 4.4615 2.1225 -1.3471  0.26
H: 2.1574 1.9012 -0.5325  0.20
H: 0.3160 -3.3297 2.1173  0.24
H: -1.0701 -2.2599 2.1849  0.25
H: 1.3296 -2.5046 4.1780  0.26
H: 2.4830 -0.6365 5.3469  0.26
H: 2.5205 1.6147 4.2481  0.26
H: 1.4512 1.8797 2.0623  0.21
H: -1.4847 -3.7309 0.1940  0.24
H: -1.2592 -2.7310 -1.2259  0.24
H: -3.8921 -3.3144 0.4548  0.26
H: -5.6514 -1.7271 1.2119  0.27
H: -5.0282 0.6770 1.5328  0.27
H: -2.7432 1.3792 1.0432  0.22
C: 0.7585 3.4210 -4.9085  -0.64
C: 0.4385 3.3406 -3.4421  0.00
C: 0.2055 4.4764 -2.6728  -0.09
C: -0.1190 4.3569 -1.3276  -0.23
C: -0.1753 3.0803 -0.8302  0.12
Br: -0.6624 2.7036 0.9393  0.24
N: 0.0741 1.9594 -1.4976  -0.59
C: 0.3676 2.1091 -2.8053  0.06
H: 0.5122 4.4013 -5.3094  0.25
H: 0.2048 2.6714 -5.4728  0.24
H: 1.8220 3.2492 -5.0833  0.25
H: 0.2660 5.4605 -3.1222  0.26
H: -0.3293 5.2174 -0.7088  0.27
H: 0.5611 1.2067 -3.3641  0.22
C: -2.7656 -0.5947 -2.7002  -0.67
C: -1.3300 -0.8770 -2.9799  0.42
N: -0.2697 -0.7286 -2.1771  -0.64
C: 0.8479 -1.0546 -2.9580  -0.12
C: 0.4453 -1.4346 -4.1887  -0.04
N: -0.9218 -1.3143 -4.1808  -0.48
H: -2.8738 -0.0060 -1.7980  0.23
H: -3.3373 -1.5188 -2.5946  0.26
H: -3.2064 -0.0347 -3.5251  0.27
H: 1.8509 -1.0041 -2.5826  0.24
H: 0.9969 -1.7581 -5.0546  0.27
H: -1.5307 -1.5127 -4.9625  0.46

As for the spin multiplicity: 6. As for the HOMO energy (alpha / beta): -17.62 / -17.61 eV. The total charge is +3. As for the calculated total energy: -5344.47610 hartree. Its LUMO energy (alpha / beta) is -7.91 / -10.50 eV. The frontier orbital gap (alpha / beta) comes out at 9.705 / 7.108 eV.